[1]
C2H8N2O | ωB97M-V with the def2-TZVPD basis set

* LUMO (spin up / spin down): 0.3 / 0.3 eV
* HOMO energy (spin up / spin down): -0.32805 / -0.32813 hartree
* spin multiplicity: 1
* SMILES: C=[NH+][O-].CN
* frontier orbital gap (spin up / spin down): 9.22 / 9.22 eV
* ΔE to the lowest compared entry with this formula, charge and spin: 114.9 kcal/mol

Geometry (Å):
C (4.2304, -0.0235, -1.4030)
N (3.8809, 0.2614, -0.0567)
O (3.0343, -0.3782, 0.5717)
H (3.6707, -0.8540, -1.8358)
H (4.8191, 0.6374, -2.0746)
H (4.1436, 1.1632, 0.1280)
C (-2.4008, 0.0861, 0.8151)
N (-2.2148, -1.2799, 0.3477)
H (-2.6419, 0.1368, 1.8687)
H (-1.5969, 0.9061, 0.6123)
H (-3.2883, 0.3657, 0.3260)
H (-2.2819, -1.1321, -0.6190)
H (-1.3202, -1.6345, 0.7360)

---

[2]
C2H8N2O | ωB97M-V with the def2-TZVPD basis set

* LUMO: 1.0 eV
* HOMO energy: -0.30658 hartree
* spin multiplicity: 1
* SMILES: [H]/N=C/O.CN
* frontier orbital gap: 9.35 eV
* ΔE to the lowest compared entry with this formula, charge and spin: 67.7 kcal/mol

Geometry (Å):
H (-0.8004, 2.3488, 0.0115)
N (-1.0955, 1.4797, -0.4385)
C (-1.2017, 0.5017, 0.4348)
O (-2.2154, -0.3814, 0.2453)
H (-0.8895, 0.5511, 1.4859)
H (-2.5445, -0.2124, -0.6536)
C (1.7222, -0.6457, 0.1714)
N (0.5696, -0.5956, -0.7151)
H (1.4074, -0.8081, 1.2057)
H (2.2610, 0.3036, 0.1261)
H (2.3874, -1.4658, -0.1076)
H (0.0621, -1.4784, -0.7169)
H (0.3371, 0.4025, -1.0492)

---

[3]
C2H8N2O | ωB97M-V with the def2-TZVPD basis set

* LUMO: 0.8 eV
* HOMO energy: -0.34408 hartree
* spin multiplicity: 1
* SMILES: NC=O.CN
* frontier orbital gap: 10.19 eV
* ΔE to the lowest compared entry with this formula, charge and spin: 43.5 kcal/mol

Geometry (Å):
N (-0.6807, -1.6410, 0.5457)
C (0.0225, -2.3000, -0.3656)
O (1.1711, -2.6375, -0.2188)
H (-0.1584, -0.8467, 0.9387)
H (-1.7188, -1.7926, 0.6261)
H (-0.4903, -2.6052, -1.3127)
C (0.1636, 2.1454, 0.2260)
N (0.1891, 0.7914, -0.2026)
H (-0.8056, 2.4681, 0.0691)
H (0.4293, 2.1435, 1.3260)
H (0.8382, 2.8786, -0.2208)
H (1.2067, 0.5478, -0.2003)
H (-0.1667, 0.8482, -1.2107)

---

[4]
C2H8N2O | ωB97M-V with the def2-TZVPD basis set

* LUMO: -3.9 eV
* HOMO energy: -0.30329 hartree
* spin multiplicity: 1
* frontier orbital gap: 4.36 eV
* ΔE to the lowest compared entry with this formula, charge and spin: 200.2 kcal/mol

Geometry (Å):
C (0.8392, -0.4705, -0.5504)
N (-0.4032, -0.7561, 0.0698)
C (-1.3746, 0.1512, -0.4416)
N (-0.8699, 1.4576, -0.3259)
H (0.7356, -0.2867, -1.6211)
H (1.2371, 0.4718, -0.0558)
H (1.5784, -1.2418, -0.3253)
H (-1.6940, -0.1648, -1.4518)
H (-2.2932, 0.0382, 0.1787)
H (2.1850, -0.3402, 2.5708)
H (-0.2860, -0.6226, 1.0753)
H (-1.4760, 2.1376, -0.7993)
O (1.8215, -0.3737, 1.6767)

---

[5]
C2H8N2O | ωB97M-V with the def2-TZVPD basis set

* LUMO: 0.9 eV
* HOMO energy: -0.34135 hartree
* spin multiplicity: 1
* SMILES: C=O.NCN
* frontier orbital gap: 10.19 eV
* ΔE to the lowest compared entry with this formula, charge and spin: 61.3 kcal/mol

Geometry (Å):
C (0.9095, -3.0620, -1.1202)
O (0.1832, -3.9397, -1.5527)
H (1.5894, -3.2709, -0.3154)
H (0.8363, -2.0026, -1.3953)
N (-0.7287, 1.3822, -0.2075)
C (-0.7943, 2.4260, 0.8256)
N (0.4271, 2.4532, 1.7612)
H (0.2956, 1.3034, -0.5021)
H (-1.3338, 1.5497, -0.9731)
H (-1.6716, 2.2244, 1.5005)
H (-0.9427, 3.4469, 0.3714)
H (0.8187, 3.3872, 1.9674)
H (0.3623, 1.8471, 2.6597)

---

[6]
C2H8N2O | ωB97M-V with the def2-TZVPD basis set

* LUMO: 1.0 eV
* HOMO energy: -0.32895 hartree
* spin multiplicity: 1
* SMILES: NC=O.CN
* frontier orbital gap: 9.90 eV
* ΔE to the lowest compared entry with this formula, charge and spin: 25.3 kcal/mol

Geometry (Å):
N (-0.0901, 2.2609, -0.5717)
C (0.8483, 2.0692, -1.5353)
O (1.1416, 0.9802, -1.9663)
H (-0.4105, 1.4471, -0.0731)
H (-0.4695, 3.1624, -0.3423)
H (1.3277, 3.0135, -1.8473)
C (-0.4346, -1.3330, 0.6204)
N (0.0430, -2.5526, 1.2778)
H (-1.2486, -1.5207, -0.0753)
H (0.3965, -0.8457, 0.1064)
H (-0.7177, -0.6452, 1.4090)
H (-0.2520, -2.6383, 2.2343)
H (-0.1342, -3.3977, 0.7632)

---

[7]
C2H8N2O2 | ωB97M-V with the def2-TZVPD basis set

* LUMO (spin up / spin down): 3.7 / 3.6 eV
* HOMO energy (spin up / spin down): 0.02706 / -0.21974 hartree
* spin multiplicity: 2
* net charge: -1
* frontier orbital gap (spin up / spin down): 3.01 / 9.61 eV
* ΔE to the lowest compared entry with this formula, charge and spin: 28.8 kcal/mol

Geometry (Å):
O (0.9761, -0.6511, -2.5814)
C (0.0150, -0.0599, -2.1116)
N (-0.2940, 0.0698, -0.8240)
C (0.5544, -0.0763, 0.4063)
N (1.8751, -0.6216, 0.2064)
H (-0.7253, 0.4533, -2.7468)
H (-1.2245, 0.3784, -0.5633)
H (0.5252, 0.9023, 0.8910)
H (0.0022, -0.8261, 0.9629)
H (2.5343, 0.0920, -0.0973)
H (1.8447, -1.2843, -0.5603)
H (-2.3593, 1.2436, 2.3241)
H (-1.5399, 0.0386, 2.6851)
O (-2.1839, 0.3413, 2.0090)

---

[8]
C2H8N2O2 | ωB97M-V with the def2-TZVPD basis set

* LUMO: 0.6 eV
* HOMO energy: -0.33948 hartree
* spin multiplicity: 1
* SMILES: NCC(N)=O.O
* frontier orbital gap: 9.79 eV
* ΔE to the lowest compared entry with this formula, charge and spin: 20.8 kcal/mol

Geometry (Å):
N (1.6544, -0.0919, -0.8774)
C (0.9079, 1.1733, -0.8395)
C (-0.3678, 1.1494, 0.0015)
N (-1.1587, 0.0239, -0.1511)
O (-0.6071, 1.9315, 0.9061)
H (1.2806, -0.7332, -0.1922)
H (2.6167, 0.1191, -0.7190)
H (1.5738, 1.9512, -0.4758)
H (0.5523, 1.5187, -1.8227)
H (-0.9763, -0.6457, -0.8937)
H (-1.7703, -0.1554, 0.6063)
O (-0.4495, -2.9560, 0.8113)
H (0.2591, -2.9420, 1.4206)
H (-1.2680, -3.1552, 1.2707)

---

no.,E (eV)
1,-7227.3443
2,-7229.3939
3,-7230.4429
4,-7223.6478
5,-7229.6695
6,-7231.2301
7,-9277.9800
8,-9279.0100